(1)
Computed, not measured: 10 unconnected molecules or ions with the total composition C29H82N14O14 at a distorted geometry, with ωB97M-V/def2-TZVPD.

```
139
Properties=species:S:1:pos:R:3
O -3.44 -0.22 8.13
O -4.01 -0.21 0.72
O 3.34 -0.09 -1.93
O 0.25 1.49 -3.82
O 0.07 4.95 -0.20
O -2.01 -1.86 -6.19
O 4.06 8.78 -3.09
O -1.59 -0.35 -2.01
O -3.02 -4.44 1.85
O -1.91 2.23 1.18
O 5.09 -3.09 3.44
O -2.77 -4.80 -1.46
O -0.73 -0.43 2.48
O 0.19 -4.17 -2.39
N 4.93 -1.05 1.25
N -0.46 3.59 -3.23
N -0.06 0.87 -0.78
N -2.37 0.18 -5.15
N 2.50 6.39 -2.58
N -6.08 -0.08 -0.46
N -0.19 -0.71 -5.41
N -2.61 -2.70 -0.39
N -0.68 -5.62 0.44
N 0.56 -1.11 -1.74
N -4.19 0.80 -1.40
N 1.13 3.25 -5.02
N -2.60 -2.89 -2.72
N -3.70 -0.85 4.47
C -1.72 -1.23 3.13
C -2.63 -0.17 3.78
C 3.95 6.41 -2.63
C -4.43 -4.76 2.03
C -4.68 0.14 -0.28
C -1.54 -0.90 -5.62
C 0.25 2.67 -4.04
C 0.59 -5.12 -0.10
C 0.59 5.97 -1.05
C 4.49 7.52 -3.58
C 4.02 -0.38 0.40
C -4.54 -0.88 8.74
C -3.10 -0.77 6.90
C 4.63 -0.86 2.71
C -2.68 -3.56 -1.52
C -0.89 -5.45 1.82
C 4.37 -0.57 -1.07
C -4.04 -0.31 5.77
C -0.44 -0.19 -1.57
C 3.37 1.26 -2.35
C 0.29 -4.39 -3.77
C 5.85 -4.09 4.08
C -1.09 5.35 0.56
C 5.53 -1.74 3.64
C 0.69 -5.33 -1.60
C -2.32 -5.60 2.23
C 2.01 5.58 -1.40
C 0.20 -1.28 1.79
C 4.19 9.80 -4.04
H 5.21 9.98 -4.37
H 3.81 10.74 -3.54
H -4.89 1.02 -2.15
H 4.73 0.24 2.89
H 1.74 -5.53 -1.86
H 3.58 9.58 -4.96
H -2.76 -1.72 -0.41
H -1.41 1.62 1.78
H 1.37 2.55 -5.74
H -4.98 -3.87 1.70
H -2.31 -1.88 2.49
H 0.17 0.08 -4.89
H 4.18 1.50 -3.09
H 0.72 -4.02 0.06
H 4.32 6.65 -1.64
H -3.22 0.69 -1.71
H 1.28 -4.68 -4.05
H -0.32 -1.75 0.99
H -0.85 1.29 -0.30
H -0.03 6.21 -1.89
H 5.35 -0.15 -1.22
H 4.02 7.38 -4.58
H -5.06 -0.61 6.01
H -4.49 -0.66 9.80
H -4.54 -0.90 3.94
H -3.08 -1.88 6.93
H 3.60 -1.09 3.05
H 0.62 -2.11 2.41
H -2.05 0.45 4.45
H 1.02 -0.60 1.58
H 0.66 4.00 -5.49
H 2.64 5.76 -0.52
H 1.52 -0.89 -1.63
H 2.96 -0.69 0.49
H -3.95 0.75 5.80
H 0.41 -1.98 -2.23
H 2.37 1.55 -2.81
H 5.46 -1.35 4.69
H -0.35 -5.23 -4.12
H -2.76 -6.46 1.72
H 1.45 -5.59 0.43
H 0.38 -1.55 -5.59
H -2.71 -3.22 -3.69
H 5.57 7.49 -3.79
H -2.20 -1.97 -2.66
H 5.17 -4.58 4.77
H 2.04 4.50 -1.60
H -0.26 -6.16 2.32
H -6.56 -0.01 -1.38
H -4.65 -5.70 1.53
H -1.96 0.93 -4.58
H 3.61 1.88 -1.43
H 4.93 -2.05 1.02
H 0.08 -3.45 -4.29
H -1.44 4.52 1.22
H 4.08 0.71 0.63
H 6.79 -3.76 4.50
H -0.27 4.57 -3.37
H 0.73 0.74 -0.19
H -5.55 -0.74 8.28
H -3.29 0.20 -5.42
H -2.70 1.68 1.08
H -0.52 -4.48 2.26
H -4.54 -4.86 3.11
H -2.94 -3.19 0.48
H -1.88 5.61 -0.15
H 6.02 -4.82 3.30
H -1.46 -5.22 -0.11
H 0.08 -6.17 -1.88
H -0.85 3.33 -2.34
H 4.38 -1.65 -1.14
H -2.43 -5.70 3.29
H 4.37 5.52 -3.06
H 0.53 6.94 -0.51
H -2.07 -0.39 6.65
H 6.61 -1.73 3.40
H -1.30 -1.93 3.88
H 2.15 7.30 -2.41
H -0.82 6.27 1.10
H -3.02 0.50 3.00
H -4.35 -1.96 8.65
H -6.53 -0.71 0.19
```

Calculated values
SMILES = COCCNCCOC.COCCNCCOC.COCCNCCOC.COCCNCCOC.NC(N)=O.NC(N)=O.NC(N)=O.NC(N)=O.NC(N)=O.O
strongest force on any atom = 3.59 eV/Å
spin multiplicity = 1
Kohn-Sham gap = 8.382 eV
E_LUMO = 0.0176 hartree
relative energy (zero: lowest compared OMol25 entry of this formula, charge and spin) = 0.0 kcal/mol


(2)
Computed, not measured: 2 unconnected molecules or ions with the total composition C24H23Br2F6N4 at a distorted geometry, with ωB97M-V/def2-TZVPD.

```
59
Properties=species:S:1:pos:R:3
Br -2.25 -3.14 -4.37
Br 3.55 -3.26 -5.12
F -5.97 2.44 -3.05
F 2.28 0.33 5.35
F -4.34 1.47 -1.91
F 3.72 -0.15 6.96
F 1.88 -1.35 6.73
F -5.75 2.80 -0.88
N -3.24 3.89 -1.12
N 0.53 -4.00 -5.49
N 0.98 -1.28 -2.43
N 2.54 -2.18 4.16
C 2.74 -0.48 0.88
C -4.14 3.81 -2.26
C -0.46 -2.54 -3.84
C -3.66 4.82 -0.09
C -1.53 2.79 0.23
C -0.08 1.12 -0.84
C -2.13 3.11 -1.04
C 1.98 -2.59 -4.16
C -5.06 2.64 -2.05
C 2.06 -1.67 -3.13
C 0.69 -3.07 -4.54
C 2.16 -1.55 2.99
C 1.39 -0.45 0.48
C 3.54 -1.64 5.08
C -1.59 2.49 -2.20
C 3.13 -0.95 2.11
C -0.60 1.53 -2.11
C 0.40 -0.98 1.38
C 2.88 -0.70 6.04
C -0.25 -1.63 -2.82
C -0.58 1.78 0.32
C 1.89 -3.40 4.60
C 0.80 -1.54 2.58
C 1.03 0.22 -0.75
H 1.82 0.34 -1.51
H -0.11 1.57 1.28
H -3.60 3.66 -3.20
H 3.47 0.04 0.25
H 2.56 -3.92 5.30
H -4.77 4.70 -2.28
H 4.16 -0.90 2.43
H -0.18 1.12 -3.02
H -1.08 -1.17 -2.32
H 1.71 -4.07 3.74
H -1.86 3.32 1.14
H -1.93 2.81 -3.17
H -4.32 5.56 -0.56
H -0.64 -0.84 1.14
H 0.94 -3.20 5.10
H -4.22 4.33 0.72
H 3.02 -1.24 -2.87
H 0.04 -1.92 3.31
H 1.36 -4.35 -5.96
H -2.80 5.35 0.34
H -0.38 -4.32 -5.74
H 3.94 -2.47 5.67
H 4.32 -1.08 4.54
```

Calculated values
net charge = +1
strongest force on any atom = 1.92 eV/Å
spin multiplicity = 1
Kohn-Sham gap = 6.638 eV
E_LUMO = -0.1456 hartree


(3)
Computed, not measured: C4H5NO3 in the gas phase at a distorted geometry, with ωB97M-V/def2-TZVPD.

```
13
Properties=species:S:1:pos:R:3
O -0.25 -1.37 -0.12
O 0.23 0.49 2.59
O 0.37 1.28 -2.60
N -0.62 -0.11 -0.65
C 0.82 -1.06 0.79
C -0.86 0.55 0.51
C 0.04 0.19 -1.95
C 0.05 0.06 1.54
H 1.68 -0.61 -0.01
H 1.16 -1.93 1.35
H -1.94 0.83 0.66
H -0.40 1.68 0.49
H 0.74 -0.79 -2.26
```

Calculated values
SMILES = O=CN1CC(=O)CO1
strongest force on any atom = 8.56 eV/Å
spin multiplicity = 1
Kohn-Sham gap = 10.253 eV
E_LUMO = 0.0065 hartree
relative energy (zero: lowest compared OMol25 entry of this formula, charge and spin) = 128.8 kcal/mol